The following is a DFT calculation (ωB97M-V/def2-TZVPD) of 9 unconnected molecules or ions with the total composition C24H71N5O9.

Geometry as XYZ:
```
109
Properties=species:S:1:pos:R:3:forces:R:3:lowdin_charge:R:1
C -2.633671 -0.083457 -2.379730 3.17 -3.92 3.61 -0.029
O -1.389481 -0.389513 -2.988528 -0.39 -1.82 -1.57 -0.242
C -1.477815 -1.508924 -3.888654 0.87 0.55 1.22 -0.187
C -0.123373 -1.799022 -4.411832 -1.63 2.24 -4.60 -0.412
C 0.275842 -0.559505 -5.340972 1.87 0.04 0.39 -0.016
N 0.023247 -3.010186 -5.174256 2.06 -0.92 2.50 0.066
H -2.886818 -0.849852 -1.527180 -0.19 1.24 -2.03 0.130
H -3.165171 0.079860 -3.181974 -4.46 0.52 -3.38 0.049
H -2.387083 0.790269 -1.942825 -0.03 3.17 1.94 0.057
H -1.795683 -2.329405 -3.330349 -0.69 -1.69 1.30 0.110
H -2.136375 -1.472673 -4.695239 -1.66 1.17 -1.41 0.117
H 0.353574 -2.116062 -3.596089 3.29 0.51 3.39 0.097
H -0.229175 -0.576930 -6.387626 0.41 -0.09 2.08 0.105
H 1.395915 -0.638971 -5.572766 -1.47 0.15 0.29 0.071
H 0.147475 0.435823 -4.784937 -0.06 -1.48 -1.02 0.071
H -0.606397 -3.250942 -5.820440 -3.13 0.31 -4.12 0.017
H -0.243347 -3.768871 -4.566198 0.80 -0.52 0.94 0.080
C 1.527839 -1.249107 4.538525 -3.59 1.56 -0.47 -0.095
O 1.021272 -2.544578 4.690951 2.16 -0.35 0.52 -0.271
C -0.283577 -2.670720 5.251677 2.77 -0.46 -2.25 -0.160
C -0.697770 -4.122555 5.048041 2.74 1.26 1.32 -0.437
C -0.905541 -4.475818 3.566073 -1.09 -3.32 -0.75 -0.046
N -1.919058 -4.220268 5.765056 -1.69 -0.13 1.99 0.032
H 0.659771 -0.681787 3.948264 2.27 -0.54 0.69 0.132
H 2.450593 -1.365394 4.085328 1.57 0.04 -1.78 0.064
H 1.786509 -0.615362 5.398095 -0.68 -0.59 0.68 0.093
H -0.177226 -2.216611 6.200305 -0.82 -0.14 1.56 0.127
H -0.723606 -2.040001 4.543769 -2.48 1.17 -0.51 0.093
H 0.100290 -4.718716 5.593135 -0.79 0.21 -1.21 0.162
H -1.473508 -3.817129 2.877670 -0.25 0.24 1.19 0.058
H -1.497135 -5.525680 3.601399 1.09 2.35 -0.20 0.131
H -0.066003 -4.714596 2.887280 0.36 0.15 1.15 0.056
H -2.480858 -3.777735 5.110448 -2.56 0.45 -1.55 0.029
H -2.053746 -3.502367 6.525707 1.02 -1.26 -0.51 0.106
C -6.350163 0.242624 -0.473656 2.15 4.31 -0.42 -0.108
O -5.069862 0.106129 0.128181 -0.01 1.43 3.03 -0.238
C -5.227891 0.158198 1.608815 3.69 1.85 -3.59 -0.128
C -3.789793 0.089246 2.232746 -0.24 4.27 -4.47 -0.595
C -2.875228 -0.989788 1.837488 1.85 -4.87 -3.47 -0.092
N -3.899091 0.325216 3.550130 -0.77 1.42 5.72 -0.001
H -6.682392 -0.685189 -0.368560 -3.45 -3.54 1.05 0.034
H -5.941895 0.155490 -1.446849 -0.81 1.03 -1.96 0.068
H -6.991207 1.260524 -0.228056 1.57 -2.87 -0.53 0.161
H -5.782792 1.062065 1.863518 0.49 0.36 0.21 0.119
H -5.833117 -0.608818 1.822011 -2.13 -3.40 1.38 0.075
H -3.266637 1.065014 1.854473 -0.86 -1.61 -0.12 0.146
H -1.676446 -0.815306 2.086569 -3.41 -0.49 -0.46 0.118
H -2.986549 -1.175270 0.612605 0.62 1.06 3.03 0.096
H -3.218203 -2.179448 2.061839 0.90 3.25 0.37 0.122
H -4.460575 -0.472321 3.881598 0.01 1.18 1.12 0.093
H -4.208312 1.347978 3.854213 0.46 -3.45 -0.88 0.158
C -0.899757 2.970322 1.230097 -0.39 0.71 2.92 -0.196
O -1.217037 3.753274 0.195423 1.03 2.83 -3.61 -0.203
C -0.059026 4.610021 -0.289574 0.21 -2.15 0.63 -0.091
C -0.232561 6.105784 0.346322 0.08 -2.51 -1.73 -0.448
C -1.664515 6.571782 0.377708 -0.82 4.19 1.67 -0.081
N 0.708567 7.037674 -0.250872 0.21 -0.64 -1.91 0.022
H -0.278907 3.498733 1.993123 -0.59 -0.26 -0.04 0.111
H -0.391345 2.102555 1.014747 1.67 -2.20 -1.05 0.028
H -1.839158 2.601587 1.632681 -0.19 0.25 0.60 0.074
H 0.905286 3.894470 -0.101947 -1.64 2.29 0.71 0.150
H 0.110464 4.569841 -1.374792 -1.33 0.38 -0.16 0.086
H 0.153138 5.863635 1.291523 0.06 0.51 1.89 0.104
H -2.207274 6.740494 -0.566463 0.18 -1.17 0.22 0.075
H -1.709682 7.741278 0.713897 0.93 -2.27 -0.68 0.120
H -2.259515 6.245375 1.254255 0.13 -0.83 -1.11 0.074
H 0.518274 7.114819 -1.289108 -0.20 0.14 1.41 0.098
H 1.523765 6.428029 -0.303514 0.69 0.62 0.16 0.065
C 1.398116 -2.632510 1.013362 3.43 -4.82 1.89 -0.176
O 1.891639 -1.852498 0.066031 -1.19 1.84 -3.05 -0.112
C 0.884423 -0.897760 -0.243318 6.39 2.11 0.09 -0.189
C 1.572245 0.165103 -1.078385 -0.18 -0.26 -1.07 -0.324
C 2.464442 1.202043 -0.293330 0.64 -1.76 0.31 -0.018
N 0.526104 0.891154 -1.821533 0.85 0.73 -1.99 0.060
H 0.427342 -3.084783 1.028200 -0.84 -0.26 -1.05 0.085
H 1.509848 -2.148222 1.895303 -0.32 1.74 3.36 0.031
H 2.249973 -3.424842 1.163378 -1.93 0.52 -0.32 0.131
H 0.056892 -1.264717 -0.610836 -4.07 -2.45 -2.78 0.076
H 0.583362 -0.372414 0.566572 -0.95 1.37 3.63 0.084
H 2.202010 -0.486763 -1.741618 -0.43 1.17 -0.16 0.144
H 1.806605 1.663774 0.391269 -0.91 1.06 0.69 0.025
H 2.993105 1.966871 -0.884122 -0.49 -0.50 -0.13 0.072
H 3.221479 0.749016 0.418076 -0.66 -0.02 -1.17 0.098
H -0.230538 1.308720 -1.376536 -0.40 2.29 3.44 0.043
H -0.265912 0.439599 -2.294558 2.19 -1.99 -1.20 0.028
C 4.333672 -0.589358 -4.378835 7.01 -6.33 -6.26 -0.206
O 4.063090 -1.745136 -3.712244 -1.87 -4.23 -1.53 -0.123
H 4.030529 -0.736159 -5.449368 0.53 0.81 0.65 0.105
H 5.449036 -0.341832 -4.323409 -1.17 -0.32 -0.34 0.109
H 3.885005 0.093664 -4.004596 -5.76 8.88 4.49 -0.041
H 3.667167 -2.336971 -4.470920 1.15 1.20 2.97 0.141
C 3.099499 -5.177190 3.702405 -2.96 6.03 -1.41 -0.169
O 2.781735 -4.492277 4.891717 -0.14 1.93 1.12 -0.178
H 3.859062 -5.809026 3.593724 2.94 -3.11 1.01 0.032
H 3.371149 -4.411185 2.943527 0.42 0.04 0.12 0.070
H 2.197491 -5.444393 3.243803 -1.43 -1.72 -0.55 0.044
H 2.316407 -3.518173 4.780740 1.16 -3.76 -0.17 0.110
C 6.115568 1.721864 -1.752739 0.57 0.19 -2.53 -0.180
O 6.483417 1.566296 -0.407676 -0.29 3.72 -0.98 -0.056
H 6.934936 1.935554 -2.513065 -0.23 0.13 1.39 0.097
H 5.361512 2.466021 -1.947511 -0.21 0.67 0.60 0.066
H 5.685868 0.849056 -2.231668 -0.25 -0.73 0.55 0.050
H 6.523681 0.674411 -0.312979 0.37 -3.99 1.00 0.020
C 0.785109 3.419440 -4.446398 1.04 1.87 0.82 -0.156
O 1.491354 3.276597 -3.196394 -0.18 0.73 -0.79 -0.182
H 0.698717 4.567045 -4.683365 -0.20 -2.25 0.39 0.108
H -0.150057 2.896852 -4.341205 -0.75 0.23 -0.34 0.055
H 1.360924 2.949517 -5.233872 0.11 -0.04 -0.39 0.056
H 1.073522 2.534376 -2.740326 0.11 -0.68 0.37 -0.005
```
Positions in Å, forces in eV/Å.

Calculated values
Total energy in eV: -51898.549
Energy above the lowest of the compared OMol25 structures with the same formula, charge and spin in eV: 17.263
Structure (SMILES): COC[C@H](C)N.COC[C@H](C)N.COC[C@H](C)N.COC[C@H](C)N.COC[C@H](C)N.CO.CO.CO.CO
Maximum force in Eh/bohr: 0.2236
HOMO energy in eV: -9.10